# C33H71CuN4O16

A molecular structure, C33H71CuN4O16 (ωB97M-V/def2-TZVPD, OMol25).

Maximum force   0.117 Eh/bohr
2S+1   3
LUMO energy (spin up / spin down)   -1.24 / -1.24 eV
<S²>   2.02
Highest occupied orbital energy (spin up / spin down)   -4.505 / -6.171 eV
E   -4362.8629 Ha
Total charge   0
Frontier orbital gap (spin up / spin down)   3.26 / 4.93 eV

Structure (XYZ):
```
125
C33H71CuN4O16 ωB97M-V/def2-TZVPD
Cu -23.143 -10.621 1.504
C -28.813 -11.689 3.203
C -27.791 -11.172 4.269
N -27.319 -12.072 5.314
C -27.680 -11.896 6.667
C -27.195 -12.929 7.424
N -26.403 -13.666 6.575
C -26.534 -13.157 5.311
C -25.429 -14.595 6.960
H -29.074 -10.933 2.462
H -29.648 -12.268 3.598
H -28.311 -12.534 2.731
H -27.889 -10.153 4.646
H -26.837 -10.803 3.893
H -28.366 -11.139 7.014
H -27.233 -13.169 8.476
H -25.940 -13.468 4.465
H -24.627 -14.722 6.234
H -25.888 -15.580 7.052
H -24.827 -14.412 7.850
C -24.280 -6.848 -0.201
C -25.312 -6.020 0.174
C -26.345 -6.437 1.233
O -27.494 -5.850 1.481
C -26.238 -7.601 1.945
C -25.125 -8.489 1.648
C -24.161 -8.189 0.349
O -23.338 -9.091 0.037
O -24.900 -9.581 2.250
O -25.199 -4.816 -0.292
H -23.520 -6.640 -0.940
H -26.762 -7.866 2.852
C -20.346 -6.700 -0.364
C -21.018 -6.344 0.846
O -20.359 -5.231 1.431
C -20.760 -4.778 2.614
O -21.566 -5.329 3.384
O -20.058 -3.687 2.899
C -20.224 -3.055 4.196
H -21.016 -7.263 -1.013
H -19.535 -7.385 -0.117
H -19.892 -5.806 -0.791
H -21.071 -7.291 1.385
H -22.052 -6.048 0.667
H -19.719 -2.093 4.110
H -19.807 -3.598 5.044
H -21.269 -2.863 4.441
C -21.403 1.174 3.424
O -22.539 0.352 3.096
C -23.745 0.863 3.621
C -24.866 -0.045 3.168
N -24.775 -1.487 3.415
C -24.510 -1.862 4.798
C -24.240 -3.341 5.116
O -25.485 -4.071 5.026
C -25.363 -5.474 4.835
H -20.556 0.852 2.819
H -21.254 1.225 4.503
H -21.662 2.206 3.186
H -23.840 1.846 3.160
H -23.671 0.948 4.705
H -24.789 0.071 2.087
H -25.842 0.322 3.483
H -23.997 -1.808 2.857
H -25.322 -1.528 5.444
H -23.643 -1.256 5.062
H -23.673 -3.423 6.043
H -23.575 -3.645 4.308
H -24.821 -5.736 3.926
H -26.360 -5.910 4.896
H -24.775 -6.018 5.574
C -25.854 -12.413 0.640
O -24.537 -11.931 0.480
C -23.903 -12.318 -0.758
C -22.345 -12.121 -0.706
N -21.798 -12.272 0.692
C -20.329 -11.942 0.616
C -19.550 -12.380 1.883
O -19.704 -11.377 2.882
C -18.668 -11.028 3.890
H -26.416 -12.313 -0.288
H -26.361 -11.936 1.479
H -25.849 -13.462 0.936
H -24.214 -11.769 -1.647
H -24.128 -13.349 -1.030
H -22.068 -11.146 -1.108
H -21.956 -12.924 -1.332
H -21.879 -13.261 0.884
H -20.070 -10.941 0.271
H -19.923 -12.577 -0.171
H -18.488 -12.535 1.692
H -19.878 -13.297 2.371
H -18.964 -10.083 4.346
H -17.689 -10.894 3.430
H -18.576 -11.760 4.692
C -29.791 -7.744 3.446
O -28.961 -6.646 3.802
H -30.527 -7.536 2.669
H -29.064 -8.455 3.052
H -30.337 -8.340 4.177
H -28.495 -6.383 3.005
C -22.167 -2.165 1.180
O -23.304 -3.061 1.352
H -22.554 -1.281 0.672
H -21.845 -1.797 2.154
H -21.352 -2.616 0.613
H -23.449 -3.581 0.558
C -28.190 -9.145 -0.322
O -29.102 -8.171 0.139
H -27.494 -8.695 -1.030
H -27.709 -9.721 0.468
H -28.856 -9.813 -0.868
H -28.685 -7.624 0.809
C -22.427 -4.839 -2.927
O -23.011 -4.255 -4.012
H -23.146 -4.810 -2.109
H -22.163 -5.880 -3.112
H -21.545 -4.249 -2.679
H -23.941 -4.113 -3.822
C -26.034 -5.476 -4.089
O -25.653 -4.343 -3.236
H -25.278 -6.262 -4.079
H -26.885 -6.085 -3.783
H -26.240 -5.217 -5.127
H -25.539 -4.665 -2.339
```

---

# C33H71F3NO10P2

3 unconnected molecules or ions with the total composition C33H71F3NO10P2 (ωB97M-V/def2-TZVPD, OMol25).

Maximum force   0.152 Eh/bohr
2S+1   1
LUMO energy   -3.01 eV
Highest occupied orbital energy   -11.470 eV
E   -3089.1812 Ha
Total charge   +1
Frontier orbital gap   8.46 eV

Structure (XYZ):
```
120
C33H71F3NO10P2 ωB97M-V/def2-TZVPD
C -1.200 2.866 -0.432
C -2.341 3.716 -1.089
C -3.620 2.877 -1.399
C -3.835 2.681 -2.904
C -2.628 1.926 -3.520
C -1.747 2.740 -4.475
C -0.791 1.750 -5.184
C 0.625 1.735 -4.539
C 1.002 0.291 -4.193
C 2.458 0.072 -3.790
C 2.684 -1.396 -3.356
C 2.574 -2.434 -4.498
C 1.358 -3.363 -4.453
C 1.413 -4.628 -3.517
C 0.064 -4.706 -2.775
O 0.216 -3.937 -1.617
C 0.541 -4.697 -0.445
C 1.434 -3.821 0.448
O 0.730 -3.140 1.451
C -0.257 -2.243 0.968
C 0.296 -1.077 0.121
N -0.861 -3.859 -3.641
C -2.210 -3.535 -3.126
F -2.170 -2.593 -2.197
F -2.886 -3.035 -4.175
F -2.825 -4.622 -2.694
C -0.010 -2.756 -4.150
H -1.266 2.987 0.647
H -0.250 3.253 -0.799
H -1.359 1.828 -0.726
H -2.608 4.481 -0.363
H -1.956 4.144 -2.013
H -4.465 3.425 -0.977
H -3.522 1.919 -0.882
H -4.723 2.048 -3.002
H -4.052 3.621 -3.412
H -3.022 1.045 -4.029
H -2.017 1.604 -2.672
H -2.406 3.170 -5.233
H -1.175 3.515 -3.969
H -1.204 0.750 -5.011
H -0.758 1.891 -6.265
H 0.515 2.251 -3.582
H 1.372 2.211 -5.173
H 0.393 -0.006 -3.333
H 0.796 -0.349 -5.059
H 2.692 0.706 -2.931
H 3.174 0.305 -4.581
H 3.723 -1.424 -3.014
H 2.074 -1.631 -2.478
H 2.627 -1.901 -5.449
H 3.469 -3.057 -4.458
H 1.289 -3.768 -5.468
H 2.297 -4.777 -2.910
H 1.316 -5.460 -4.228
H -0.374 -5.696 -2.655
H -0.354 -4.947 0.133
H 1.047 -5.642 -0.662
H 1.992 -3.159 -0.228
H 2.186 -4.425 0.955
H -1.087 -2.746 0.458
H -0.702 -1.792 1.855
H 1.387 -1.103 0.106
H -0.014 -0.119 0.533
H -0.045 -1.109 -0.918
H -1.077 -4.459 -4.450
H -0.375 -2.165 -4.988
H 0.010 -2.022 -3.343
O -3.632 0.575 4.436
P -2.957 -0.694 4.030
O -4.221 -1.626 3.555
C -4.948 -1.259 2.384
C -4.171 -1.574 1.117
O -2.690 -1.275 5.547
C -2.393 -0.391 6.634
C -3.582 -0.294 7.566
O -1.814 -1.702 3.426
C -1.400 -2.943 4.017
C -2.433 -4.041 3.925
H -5.211 -0.199 2.424
H -5.877 -1.829 2.401
H -3.261 -0.970 1.054
H -4.779 -1.370 0.234
H -3.866 -2.621 1.101
H -2.099 0.593 6.273
H -1.537 -0.814 7.166
H -4.480 0.004 7.025
H -3.396 0.427 8.362
H -3.788 -1.266 8.017
H -1.058 -2.800 5.038
H -0.516 -3.244 3.447
H -3.271 -3.857 4.594
H -1.981 -4.993 4.207
H -2.826 -4.126 2.911
O 2.091 4.007 1.118
P 3.228 3.300 1.785
O 3.033 3.888 3.310
C 1.830 3.510 3.977
C 1.887 2.059 4.419
O 4.486 4.207 1.252
C 4.493 4.741 -0.075
C 4.255 6.236 -0.034
O 4.191 2.088 2.295
C 5.567 2.231 2.683
C 5.766 2.957 3.993
H 0.971 3.681 3.321
H 1.717 4.166 4.840
H 1.945 1.390 3.556
H 0.999 1.796 4.997
H 2.770 1.874 5.031
H 3.754 4.245 -0.705
H 5.478 4.533 -0.500
H 3.337 6.471 0.502
H 4.190 6.648 -1.042
H 5.070 6.732 0.494
H 6.158 2.676 1.886
H 5.935 1.209 2.791
H 5.554 4.021 3.897
H 6.803 2.850 4.316
H 5.114 2.555 4.767
```

---

# C33H71N4O11P

4 unconnected molecules or ions with the total composition C33H71N4O11P (ωB97M-V/def2-TZVPD, OMol25).

Maximum force   0.013 Eh/bohr
2S+1   1
LUMO energy   0.45 eV
Highest occupied orbital energy   -8.455 eV
E   -2687.8029 Ha
Energy relative to the best compared isomer or geometry (same formula, charge and spin)   0.0 kJ/mol
Total charge   0
SMILES   [H]/N=C(/N)NCCCC[C@H]1C[C@@](CC=O)(P(CC)CC)NC1=O.COCCOCCOC.COCCOCCOC.COCCOCCOC
Frontier orbital gap   8.91 eV

Structure (XYZ):
```
120
C33H71N4O11P ωB97M-V/def2-TZVPD
H 5.192 -1.348 -1.456
N 5.230 -2.077 -0.748
C 4.605 -1.684 0.279
N 4.546 -2.518 1.410
N 3.947 -0.424 0.367
C 2.572 -0.483 -0.165
C 1.763 0.740 0.256
C 0.243 0.510 0.177
C -0.427 1.435 -0.846
C -1.830 1.013 -1.322
C -2.217 1.562 -2.708
C -1.907 0.416 -3.692
C -2.839 0.477 -4.927
C -2.945 -0.819 -5.687
O -2.286 -1.087 -6.654
P -0.053 0.380 -4.097
C 0.101 1.323 -5.667
C 1.580 1.443 -6.046
C 0.256 -1.373 -4.585
C 1.145 -2.091 -3.553
N -2.133 -0.780 -2.857
C -2.056 -0.482 -1.502
O -2.196 -1.303 -0.628
H 4.220 -3.448 1.186
H 3.964 -2.134 2.142
H 3.893 -0.128 1.338
H 2.649 -0.505 -1.254
H 2.059 -1.400 0.156
H 2.039 1.577 -0.392
H 2.055 1.034 1.270
H -0.196 0.688 1.162
H 0.037 -0.531 -0.080
H -0.542 2.420 -0.380
H 0.250 1.555 -1.691
H -2.541 1.366 -0.572
H -3.300 1.725 -2.723
H -1.723 2.508 -2.945
H -2.444 1.220 -5.620
H -3.837 0.795 -4.608
H -3.698 -1.547 -5.320
H -0.297 2.323 -5.459
H -0.471 0.884 -6.489
H 1.703 2.025 -6.961
H 2.142 1.931 -5.247
H 2.032 0.461 -6.199
H 0.721 -1.368 -5.574
H -0.683 -1.907 -4.682
H 2.197 -1.966 -3.815
H 0.900 -3.151 -3.495
H 1.014 -1.643 -2.565
H -2.856 -1.442 -3.098
C 0.229 -8.369 -6.931
O 1.434 -7.747 -6.555
C 2.596 -8.375 -7.062
C 3.656 -7.366 -7.444
O 3.359 -6.612 -8.606
C 2.416 -5.559 -8.503
C 2.931 -4.318 -7.808
O 3.055 -4.515 -6.413
C 4.149 -3.844 -5.833
H 0.067 -9.308 -6.388
H -0.581 -7.682 -6.688
H 0.205 -8.578 -8.006
H 2.351 -8.989 -7.936
H 3.022 -9.034 -6.292
H 4.550 -7.937 -7.706
H 3.899 -6.725 -6.594
H 1.483 -5.892 -8.044
H 2.205 -5.275 -9.536
H 2.219 -3.504 -8.002
H 3.897 -4.035 -8.244
H 5.077 -4.033 -6.385
H 4.262 -4.218 -4.817
H 3.980 -2.761 -5.793
C -2.870 6.176 4.709
O -3.517 5.041 4.178
C -3.739 5.093 2.781
C -3.566 3.734 2.140
O -2.224 3.279 2.065
C -1.582 2.869 3.259
C -2.066 1.556 3.831
O -3.360 1.678 4.389
C -4.158 0.526 4.241
H -3.541 7.041 4.756
H -2.551 5.925 5.720
H -1.989 6.446 4.116
H -3.058 5.809 2.307
H -4.769 5.424 2.589
H -3.881 3.832 1.098
H -4.216 3.001 2.622
H -1.616 3.653 4.017
H -0.535 2.722 2.977
H -1.352 1.256 4.612
H -2.058 0.784 3.052
H -4.156 0.168 3.206
H -5.174 0.799 4.520
H -3.821 -0.289 4.893
C -2.867 2.971 7.110
O -2.198 3.467 8.251
C -2.461 2.751 9.440
C -1.223 2.631 10.300
O -0.238 1.750 9.787
C 0.562 2.186 8.703
C 1.631 3.190 9.072
O 1.082 4.467 9.337
C 1.738 5.171 10.365
H -3.931 3.231 7.112
H -2.409 3.423 6.233
H -2.769 1.883 7.032
H -2.839 1.748 9.210
H -3.229 3.277 10.025
H -1.536 2.176 11.243
H -0.811 3.618 10.519
H -0.044 2.561 7.876
H 1.082 1.286 8.366
H 2.332 3.263 8.229
H 2.186 2.822 9.943
H 1.851 4.554 11.263
H 1.123 6.037 10.608
H 2.729 5.520 10.054
```

---

# C33H72BF4N3

4 unconnected molecules or ions with the total composition C33H72BF4N3 (ωB97M-V/def2-TZVPD, OMol25).

Maximum force   0.059 Eh/bohr
2S+1   1
LUMO energy   -3.65 eV
Highest occupied orbital energy   -15.496 eV
E   -1888.8196 Ha
Energy relative to the best compared isomer or geometry (same formula, charge and spin)   0.0 kJ/mol
Total charge   +2
Frontier orbital gap   11.85 eV

Structure (XYZ):
```
113
C33H72BF4N3 ωB97M-V/def2-TZVPD
B 7.202 -13.018 -7.615
F 7.000 -13.804 -6.474
F 7.158 -11.647 -7.245
F 8.499 -13.270 -8.121
F 6.240 -13.237 -8.614
C 4.273 -19.174 -6.970
C 5.772 -19.263 -7.225
C 6.433 -17.874 -7.258
C 7.838 -17.815 -7.857
N 8.440 -16.422 -7.887
C 9.912 -16.664 -8.080
C 10.524 -16.739 -6.675
C 9.482 -16.190 -5.713
C 8.340 -15.666 -6.584
C 7.786 -15.558 -8.947
C 7.380 -16.204 -10.276
C 6.757 -15.101 -11.146
H 3.779 -18.757 -7.854
H 4.093 -18.474 -6.154
H 3.763 -20.132 -6.896
H 5.925 -19.771 -8.182
H 6.278 -19.899 -6.495
H 6.425 -17.510 -6.229
H 5.775 -17.180 -7.792
H 7.884 -18.230 -8.862
H 8.444 -18.508 -7.269
H 10.284 -15.755 -8.570
H 10.179 -17.405 -8.829
H 11.554 -16.428 -6.525
H 10.557 -17.812 -6.456
H 9.892 -15.421 -5.059
H 9.125 -16.976 -5.047
H 8.544 -14.615 -6.788
H 7.368 -15.801 -6.126
H 8.460 -14.713 -9.082
H 6.889 -15.172 -8.464
H 6.659 -17.005 -10.114
H 8.245 -16.636 -10.782
H 6.337 -15.580 -12.033
H 7.480 -14.388 -11.526
H 5.919 -14.634 -10.628
C 11.540 -13.804 -6.170
C 11.536 -13.823 -4.599
C 10.798 -12.630 -4.045
C 9.292 -12.632 -4.359
N 8.462 -11.548 -3.710
C 6.996 -11.719 -4.061
C 6.269 -11.040 -2.886
C 7.260 -10.972 -1.718
C 8.518 -11.657 -2.186
C 8.980 -10.189 -4.148
C 9.097 -9.961 -5.651
C 10.205 -8.974 -6.039
H 10.520 -13.664 -6.530
H 11.918 -14.738 -6.587
H 12.169 -13.009 -6.576
H 12.533 -13.979 -4.198
H 10.961 -14.748 -4.492
H 11.247 -11.668 -4.305
H 10.806 -12.653 -2.949
H 8.927 -13.588 -3.982
H 9.089 -12.572 -5.425
H 6.839 -11.322 -5.062
H 6.818 -12.785 -4.199
H 5.984 -10.021 -3.156
H 5.314 -11.531 -2.710
H 7.459 -9.964 -1.364
H 6.824 -11.548 -0.902
H 9.439 -11.203 -1.836
H 8.450 -12.726 -1.993
H 9.931 -10.127 -3.626
H 8.252 -9.436 -3.846
H 8.143 -9.713 -6.115
H 9.339 -10.874 -6.199
H 10.918 -9.511 -6.658
H 10.671 -8.478 -5.190
H 9.784 -8.207 -6.689
C 10.643 -10.842 -9.170
C 9.991 -9.523 -9.575
C 8.904 -9.656 -10.661
C 7.676 -10.511 -10.314
N 6.473 -10.288 -11.227
C 6.006 -8.838 -11.108
C 5.217 -8.872 -9.816
C 4.497 -10.242 -9.738
C 5.226 -11.056 -10.795
C 6.819 -10.634 -12.646
C 7.166 -12.091 -12.946
C 7.740 -12.158 -14.361
H 11.388 -10.712 -8.389
H 11.029 -11.374 -10.040
H 9.869 -11.508 -8.773
H 10.740 -8.974 -10.152
H 9.682 -8.968 -8.693
H 9.359 -10.226 -11.479
H 8.744 -8.656 -11.059
H 7.347 -10.440 -9.276
H 7.793 -11.592 -10.419
H 5.381 -8.670 -11.988
H 6.762 -8.060 -11.159
H 4.565 -8.011 -9.681
H 5.883 -8.854 -8.952
H 3.464 -10.115 -10.054
H 4.562 -10.627 -8.725
H 4.674 -11.069 -11.735
H 5.457 -12.084 -10.523
H 7.619 -9.940 -12.914
H 5.987 -10.317 -13.277
H 6.193 -12.578 -13.037
H 7.810 -12.516 -12.182
H 6.984 -11.892 -15.097
H 8.204 -13.114 -14.605
H 8.594 -11.480 -14.455
```

---

Among the records above, which one has the highest total charge? C33H72BF4N3

---

The lowest maximum force belongs to which entry? C33H71N4O11P

---

total charge of number 3 (C33H71N4O11P)? 0

---

2S+1 of number 1 (C33H71CuN4O16)? 3